Molecular formula: C18H27BrF6IrN5O6S4Si
Method: DFT, ωB97M-V/def2-TZVPD

Properties
* relative energy (zero: lowest compared OMol25 entry of this formula, charge and spin): 25.1 kJ/mol
* total charge: 0
* HOMO level: -8.81 eV

Element x y z (Å)
Ir 1.431 0.392 -0.338
C -2.901 3.068 -0.981
C -1.616 3.376 -0.314
N -1.321 4.480 0.296
N -0.028 4.316 0.717
C 0.480 3.133 0.379
S 1.993 2.435 0.664
N -0.526 2.526 -0.280
N -0.374 1.232 -0.832
H -3.615 3.845 -0.723
H -3.272 2.089 -0.680
H -2.771 3.053 -2.065
H 0.429 5.037 1.248
H -1.342 0.591 -0.674
H -0.319 1.366 -1.845
C 0.869 -2.998 -0.330
S 0.710 -1.602 -1.449
C 2.049 -2.017 -2.579
H 0.733 -3.906 -0.915
H 0.068 -2.923 0.398
H 1.851 -2.984 0.140
H 3.006 -2.084 -2.065
H 2.090 -1.251 -3.349
H 1.803 -2.975 -3.035
Br -4.793 -6.077 -0.216
C -4.842 -4.200 -0.486
C -6.031 -3.604 -0.875
C -6.057 -2.231 -1.075
C -4.909 -1.474 -0.897
C -3.727 -2.085 -0.500
C -3.693 -3.458 -0.288
C -2.468 -1.283 -0.277
O -2.474 -0.099 -0.776
O -1.530 -1.796 0.337
H -6.919 -4.203 -1.018
H -6.982 -1.755 -1.374
H -4.917 -0.406 -1.065
H -2.773 -3.921 0.038
C -2.037 0.777 2.271
Si -0.289 0.412 2.829
C -0.372 -0.952 4.116
C 0.346 1.955 3.703
C 0.899 -0.287 1.543
H -2.630 1.038 3.151
H -2.487 -0.095 1.797
H -2.107 1.614 1.573
H -0.944 -0.629 4.990
H 0.624 -1.241 4.456
H -0.858 -1.841 3.709
H -0.161 2.039 4.668
H 0.128 2.870 3.150
H 1.421 1.916 3.889
H 0.587 -1.326 1.420
H 1.859 -0.328 2.080
F 4.888 1.392 1.630
C 5.514 0.418 0.979
F 6.745 0.801 0.682
F 5.559 -0.663 1.752
S 4.600 -0.021 -0.561
O 3.312 -0.541 -0.047
O 5.381 -0.995 -1.251
N 4.486 1.385 -1.211
S 3.566 1.778 -2.425
O 3.431 3.190 -2.520
O 2.365 0.951 -2.512
C 4.542 1.282 -3.921
F 4.497 -0.039 -4.088
F 5.804 1.659 -3.780
F 4.020 1.872 -4.989



Molecular formula: C18H27BrFeN4O3PTe4
Method: DFT, ωB97M-V/def2-TZVPD

Properties
* ⟨S²⟩: 6.326
* relative energy (zero: lowest compared OMol25 entry of this formula, charge and spin): 97.1 kJ/mol
* total charge: -1
* 2S+1: 5
* HOMO level (spin up / spin down): -4.11 / -4.59 eV

Element x y z (Å)
Fe -0.226 2.121 -0.282
Br 2.127 1.485 -1.247
C 0.928 4.783 -0.533
C 1.802 5.520 -1.321
C 1.612 5.507 -2.695
C 0.594 4.752 -3.265
C -0.230 4.044 -2.412
N -0.083 4.115 -1.091
C -1.239 2.985 -2.848
O -1.773 3.069 -3.943
O -1.399 2.067 -1.960
H 2.631 6.051 -0.876
H 2.294 6.058 -3.331
H 0.458 4.671 -4.333
Te -2.616 2.097 3.743
Te 1.179 4.264 1.508
Te -3.647 5.142 2.691
Te -2.088 3.374 1.457
O -0.826 0.275 0.209
P -0.246 -1.101 0.327
N 1.228 -1.080 1.029
C 2.399 -1.835 0.590
C 3.558 -1.019 1.154
C 2.990 -0.504 2.476
C 1.556 -0.131 2.105
N -0.157 -1.820 -1.139
C -0.277 -3.264 -1.358
C -0.420 -3.403 -2.880
C -0.917 -2.030 -3.333
C -0.162 -1.080 -2.414
N -1.213 -2.076 1.250
C -0.844 -2.686 2.521
C -1.833 -2.073 3.511
C -3.126 -1.942 2.694
C -2.672 -1.905 1.217
H 2.425 -1.911 -0.497
H 2.398 -2.850 1.015
H 3.751 -0.177 0.487
H 4.468 -1.609 1.267
H 3.536 0.348 2.878
H 2.995 -1.301 3.227
H 1.513 0.895 1.726
H 0.862 -0.215 2.945
H -1.152 -3.654 -0.831
H 0.598 -3.808 -0.987
H -1.093 -4.218 -3.146
H 0.553 -3.611 -3.332
H -1.992 -1.933 -3.165
H -0.715 -1.830 -4.385
H -0.641 -0.110 -2.296
H 0.858 -0.910 -2.768
H 0.200 -2.488 2.755
H -0.979 -3.774 2.467
H -1.479 -1.085 3.812
H -1.960 -2.681 4.408
H -3.669 -1.035 2.956
H -3.784 -2.794 2.868
H -2.922 -0.964 0.730
H -3.136 -2.718 0.648



Molecular formula: C18H27ClN4O2S2SiZn
Method: DFT, ωB97M-V/def2-TZVPD

Properties
* relative energy (zero: lowest compared OMol25 entry of this formula, charge and spin): 0.0 kJ/mol
* total charge: 0
* HOMO level: -7.99 eV

Element x y z (Å)
Zn 0.570 0.022 0.644
C 3.153 -3.534 3.576
S 1.467 -3.099 4.026
C 1.198 -1.586 3.162
S 2.419 -0.853 2.169
N 0.020 -1.081 3.391
N -0.150 0.046 2.631
C -0.376 1.160 3.187
C -0.245 2.364 2.347
C -0.676 3.608 2.778
C -0.460 4.707 1.963
C 0.181 4.524 0.750
C 0.584 3.246 0.392
N 0.388 2.190 1.176
H 3.361 -4.458 4.116
H 3.854 -2.764 3.887
H 3.247 -3.706 2.507
H -0.530 1.246 4.260
H -1.175 3.703 3.733
H -0.790 5.690 2.270
H 0.370 5.354 0.084
H 1.078 3.041 -0.549
C -3.331 0.099 -2.121
Si -2.511 0.638 -0.520
C -2.791 2.488 -0.340
C -3.367 -0.225 0.909
O -0.941 0.253 -0.586
H -4.400 0.325 -2.129
H -3.217 -0.977 -2.275
H -2.877 0.605 -2.976
H -3.857 2.723 -0.399
H -2.286 3.038 -1.138
H -2.423 2.870 0.615
H -4.439 -0.011 0.916
H -2.957 0.088 1.872
H -3.246 -1.310 0.842
Cl 4.111 -3.839 -1.880
C 2.477 -3.358 -1.576
C 1.418 -4.082 -2.097
C 0.136 -3.638 -1.830
C -0.036 -2.494 -1.068
N 0.991 -1.814 -0.561
C 2.229 -2.239 -0.803
H 1.601 -4.965 -2.694
H -0.726 -4.168 -2.211
H -1.013 -2.083 -0.861
H 3.041 -1.677 -0.364
C 1.110 -0.278 -3.793
C 1.553 1.034 -3.171
O 1.248 1.122 -1.787
H 1.316 -0.279 -4.865
H 0.037 -0.425 -3.651
H 1.634 -1.122 -3.344
H 1.087 1.869 -3.708
H 2.634 1.154 -3.263
H 0.306 0.860 -1.641



Molecular formula: C18H27CoN2O6P2
Method: DFT, ωB97M-V/def2-TZVPD

Properties
* ⟨S²⟩: 6.083
* relative energy (zero: lowest compared OMol25 entry of this formula, charge and spin): 123.2 kJ/mol
* total charge: +2
* 2S+1: 5
* HOMO level (spin up / spin down): -15.11 / -15.08 eV

Element x y z (Å)
Co 0.030 0.159 -0.374
P -2.229 0.388 -0.568
C -2.147 0.849 -2.271
C -0.904 1.247 -2.789
N 0.245 0.913 -2.092
C 1.461 1.372 -2.442
C 1.609 2.128 -3.593
C 0.495 2.437 -4.376
C -0.758 1.992 -3.982
C 2.640 1.036 -1.558
P 2.232 -0.433 -0.516
H -1.666 2.233 -4.528
H 2.617 2.439 -3.844
H 0.620 3.022 -5.285
H 3.533 0.852 -2.172
H 2.853 1.851 -0.845
H -2.239 -1.251 -4.113
H -3.014 1.021 -2.904
H -0.716 -3.569 -2.768
O -2.029 -2.184 -4.343
H -2.638 -2.435 -5.072
H -0.174 -1.313 -0.105
O -0.300 -3.979 -1.968
H 0.495 -3.456 -1.758
C 2.762 -1.789 -1.603
H 3.813 -1.653 -1.909
H 2.641 -2.717 -1.025
H 2.102 -1.811 -2.481
C 3.549 -0.356 0.740
H 3.477 -1.274 1.340
H 4.554 -0.280 0.287
H 3.356 0.514 1.383
C -3.044 1.817 0.225
H -4.019 2.026 -0.239
H -3.150 1.623 1.299
H -2.375 2.678 0.098
C -3.396 -0.990 -0.400
H -3.567 -1.149 0.675
H -4.343 -0.751 -0.907
H -2.935 -1.884 -0.840
O -0.573 3.139 2.434
C -0.211 2.004 2.111
O 0.050 1.630 0.879
C -0.076 0.945 3.167
C 0.474 -0.339 2.941
C 0.594 -1.250 3.985
C 0.148 -0.885 5.270
C -0.424 0.381 5.509
C -0.540 1.279 4.457
N 0.295 -1.802 6.336
O 0.817 -2.926 6.104
O -0.099 -1.453 7.481
H 0.805 -0.672 1.952
H 1.014 -2.250 3.854
H -0.743 0.619 6.522
H -0.974 2.258 4.621



Molecular formula: C18H27CuN2O5
Method: DFT, ωB97M-V/def2-TZVPD

Properties
* ⟨S²⟩: 0.753
* total charge: -1
* 2S+1: 2
* HOMO level (spin up / spin down): -3.47 / -3.36 eV

Element x y z (Å)
Cu 0.845 0.115 1.015
O -0.323 2.130 1.964
C -0.715 1.498 3.175
C 0.412 0.907 3.965
N 0.995 -0.287 3.143
C 2.492 -0.455 3.326
C 3.139 0.758 2.523
O 4.148 1.324 2.944
O 2.468 1.163 1.416
C 0.182 -1.489 3.380
C -0.821 -1.703 2.183
O -1.960 -2.103 2.314
O -0.282 -1.419 1.018
H 0.491 2.639 2.105
H -1.488 0.781 2.888
H -1.133 2.302 3.812
H 0.096 0.591 4.968
H 1.219 1.600 4.046
H 2.866 -1.381 2.870
H 2.774 -0.502 4.398
H -0.269 -1.337 4.352
H 0.853 -2.339 3.469
C -2.441 1.172 -4.781
C -2.158 0.694 -3.339
C -3.258 0.413 -2.470
C -3.037 0.154 -1.126
C -4.102 -0.449 -0.279
C -1.757 0.193 -0.603
C -0.637 0.305 -1.411
C -0.861 0.576 -2.827
N 0.660 0.185 -0.960
C 1.701 -0.422 -1.784
C 2.922 -0.797 -0.903
C 1.252 -1.852 -2.257
C 2.155 0.584 -2.814
H -3.516 1.191 -4.925
H -2.070 0.421 -5.498
H -2.008 2.176 -4.955
H -4.282 0.379 -2.843
H -4.508 -1.319 -0.772
H -4.959 0.205 -0.090
H -3.678 -0.781 0.686
H -1.581 0.142 0.458
H 0.026 0.681 -3.494
H 2.603 -1.513 -0.130
H 3.356 0.093 -0.417
H 3.713 -1.282 -1.457
H 1.033 -2.430 -1.323
H 2.061 -2.298 -2.859
H 0.398 -1.842 -2.926
H 2.016 1.614 -2.373
H 1.697 0.506 -3.828
H 3.271 0.506 -2.974



Molecular formula: C18H27F2N3O
Method: DFT, ωB97M-V/def2-TZVPD

Properties
* total charge: 0
* structure (SMILES): CC(C)CCN(C)C1CCN(C(=O)Nc2c(F)cccc2F)CC1
* HOMO level: -8.36 eV

Element x y z (Å)
C 3.152 -0.082 4.405
C 1.672 -0.342 4.135
C 0.872 -0.196 5.428
C 1.480 -1.738 3.530
C 0.117 -1.954 2.852
N 0.244 -2.114 1.411
C -0.906 -2.789 0.846
C 0.648 -0.903 0.713
C -0.471 0.120 0.442
C 0.122 1.363 -0.226
N 0.792 0.997 -1.456
C 0.191 1.000 -2.676
O 0.570 0.349 -3.621
N -0.892 1.901 -2.773
C -1.740 1.853 -3.872
C -2.133 3.007 -4.550
F -1.639 4.191 -4.108
C -2.998 2.991 -5.623
C -3.499 1.777 -6.062
C -3.156 0.608 -5.406
C -2.302 0.655 -4.322
F -2.045 -0.481 -3.649
C 1.871 0.048 -1.251
C 1.341 -1.235 -0.614
H 3.294 0.900 4.850
H 3.547 -0.829 5.090
H 3.728 -0.127 3.483
H 1.313 0.411 3.423
H 0.966 0.813 5.824
H 1.239 -0.894 6.177
H -0.183 -0.400 5.260
H 1.611 -2.473 4.326
H 2.255 -1.931 2.787
H -0.572 -1.134 3.113
H -0.330 -2.877 3.227
H -1.861 -2.296 1.084
H -0.940 -3.804 1.242
H -0.805 -2.852 -0.233
H 1.394 -0.418 1.351
H -0.960 0.406 1.375
H -1.218 -0.313 -0.225
H -0.667 2.089 -0.423
H 0.864 1.825 0.435
H -0.724 2.833 -2.417
H -3.260 3.919 -6.104
H -4.166 1.745 -6.908
H -3.552 -0.346 -5.715
H 2.318 -0.163 -2.223
H 2.617 0.520 -0.603
H 2.158 -1.934 -0.435
H 0.641 -1.696 -1.310



Summary of E_tot in Ha
-6587.17313, -6398.21897, -4397.10590, -3327.75795, -2828.33678, -1141.34890
(order as listed above)